{
  "formula": "C17H13FN2O3S",
  "method": "ωB97M-V/def2-TZVPD",
  "symbols": ["S", "F", "O", "O", "O", "N", "N", "C", "C", "C", "C", "C", "C", "C", "C", "C", "C", "C", "C", "C", "C", "C", "C", "C", "H", "H", "H", "H", "H", "H", "H", "H", "H", "H", "H", "H", "H"],
  "xyz": [[3.05664, 1.39960, -0.61890], [-3.35044, 3.62578, 3.71154], [6.06115, 1.87087, -1.39254], [7.69134, 0.41539, -3.10032], [-2.63487, -2.71294, -0.43525], [-1.64286, -0.71912, 0.10405], [6.32223, 0.10316, -2.78030], [5.54463, 0.87952, -1.90164], [-4.56660, 1.19667, 1.36114], [-3.85998, 0.01234, 1.72474], [2.29447, -0.89993, -1.47331], [1.82489, 0.18231, -0.76574], [-3.97145, -1.25408, 0.88751], [0.50721, 0.21738, -0.27958], [0.18906, -2.03104, -1.13040], [-3.52637, 2.45413, 3.10456], [-2.68041, -1.61209, 0.14549], [1.47688, -2.01009, -1.66389], [-4.44036, 2.40113, 2.05792], [3.63679, -0.69721, -2.00552], [-0.34362, -0.89822, -0.43332], [-2.83088, 1.27627, 3.47451], [-2.95933, 0.09543, 2.80063], [4.18281, 0.47486, -1.59311], [-5.27494, 1.14698, 0.51132], [-1.83369, 0.17303, 0.55031], [-5.02575, 3.26384, 1.76950], [-4.19554, -2.10293, 1.49783], [1.89439, -2.85942, -2.24762], [-0.37440, -2.96345, -1.24865], [5.88029, -0.67077, -3.24454], [-2.17822, 1.31248, 4.33919], [4.16303, -1.43311, -2.63580], [-2.37018, -0.75812, 3.16454], [0.10814, 1.11333, 0.14339], [-4.77933, -1.18036, 0.16497], [8.00528, 1.18835, -2.56269]],
  "forces_ev_per_angstrom": [[0.4, 0.4, 0.0], [0.3, 0.0, 0.5], [-0.3, -0.3, -0.1], [-1.2, -0.2, 0.3], [0.1, 1.8, 1.1], [-0.4, -0.3, 0.1], [-0.8, 1.4, 1.5], [3.0, 1.1, -0.5], [-0.1, -1.1, 0.0], [-0.3, 0.9, -0.5], [1.0, -0.8, -1.3], [-0.4, 0.6, 0.5], [0.8, 1.4, 0.2], [0.0, -0.9, -0.5], [-0.3, -0.6, 0.1], [-0.4, -1.6, -0.9], [0.0, -2.4, -1.7], [-0.5, -0.4, 0.0], [0.5, -0.6, 0.0], [-0.4, -0.3, 0.4], [1.3, 0.7, -0.4], [0.2, 2.1, 1.0], [-0.7, -0.5, -0.4], [-1.0, -1.3, -0.5], [0.5, 0.0, 0.6], [0.3, -0.3, -0.1], [0.1, 0.1, 0.1], [-0.1, -0.6, 0.4], [-0.6, 0.6, 0.6], [-0.1, 0.7, 0.1], [1.0, -0.1, -0.5], [0.1, 0.2, -0.1], [-0.5, 0.4, 0.5], [-0.4, 0.3, -0.4], [-0.1, 0.5, 0.4], [0.0, 0.1, -0.2], [-1.3, -0.7, -0.1]],
  "smiles": "O=C(Cc1ccc(F)cc1)Nc1ccc2cc(C(=O)NO)sc2c1",
  "e_homo_ev": -8.4,
  "charge": 0,
  "homo_lumo_gap_ev": 8.38
}

---

{
  "formula": "C17H13N3O2S",
  "method": "ωB97M-V/def2-TZVPD",
  "symbols": ["S", "O", "O", "N", "N", "N", "C", "C", "C", "C", "C", "C", "C", "C", "C", "C", "C", "C", "C", "C", "C", "C", "C", "H", "H", "H", "H", "H", "H", "H", "H", "H", "H", "H", "H", "H"],
  "xyz": [[1.77115, 0.64312, 1.73624], [0.46874, -1.66790, 1.47798], [-1.34622, 1.74736, -0.88779], [2.46293, 1.98807, -0.31490], [1.33784, 1.39549, -0.66808], [-0.36144, -0.04130, 0.12880], [-3.87581, -3.65724, -0.03562], [-2.86135, -4.14107, 0.74963], [5.13840, 3.48935, -0.42508], [5.27235, 2.35818, 0.58489], [-2.66407, -1.56707, -0.32024], [-0.43057, -1.28872, 0.76006], [-4.73120, -0.55080, -1.89967], [4.07198, 2.27566, 1.53483], [-1.63078, -2.08632, 0.48617], [2.84901, 1.73959, 0.88586], [-1.41449, 0.58799, -0.57133], [0.82803, 0.67009, 0.26358], [-2.58152, -0.26287, -0.84804], [-4.83228, -1.82083, -1.39331], [-3.80756, -2.36137, -0.58865], [-3.60786, 0.23445, -1.62548], [-1.73469, -3.35759, 1.01382], [-4.74663, -4.26286, -0.24059], [-5.70199, -2.42697, -1.60139], [-2.92523, -5.13331, 1.16963], [-3.52221, 1.23681, -2.01678], [-5.52167, -0.14638, -2.51337], [4.23846, 3.35224, -1.01655], [4.31198, 1.63876, 2.38863], [-0.93080, -3.73245, 1.62916], [5.99956, 3.50491, -1.08873], [5.37608, 1.40817, 0.05814], [6.17200, 2.50901, 1.18611], [5.07956, 4.44897, 0.08409], [3.85032, 3.27681, 1.91797]],
  "forces_ev_per_angstrom": [[0.3, 0.7, -0.9], [-0.2, -0.1, 0.0], [-0.2, -0.2, 0.0], [1.3, 0.8, -0.1], [-1.4, -0.8, -0.6], [0.0, -0.1, -0.1], [0.1, -0.1, 0.1], [-0.3, -0.1, -0.1], [0.1, -0.1, 0.0], [-0.1, 0.1, 0.1], [-0.1, -0.1, 0.0], [0.0, -0.2, 0.0], [-0.2, -0.3, 0.0], [0.4, 0.1, 0.0], [-0.3, -0.6, 0.1], [-0.7, -0.5, 0.9], [-0.2, 0.5, -0.1], [1.0, 0.1, 1.0], [-0.6, 0.0, -0.4], [0.0, 0.2, -0.1], [0.3, 0.2, 0.1], [0.5, 0.0, 0.3], [0.2, 0.6, -0.1], [-0.1, -0.1, 0.0], [-0.1, 0.0, 0.0], [0.0, -0.1, 0.0], [0.0, 0.1, 0.0], [-0.1, 0.0, 0.0], [0.0, 0.1, -0.1], [0.0, 0.1, 0.0], [0.1, 0.0, 0.0], [0.1, 0.1, -0.1], [0.1, -0.1, 0.0], [0.0, -0.1, 0.0], [0.0, 0.2, 0.0], [0.0, 0.0, 0.1]],
  "smiles": "CCCc1nnc(N2C(=O)c3cccc4cccc(c34)C2=O)s1",
  "e_homo_ev": -9.0,
  "charge": 0,
  "homo_lumo_gap_ev": 8.01
}

---

{
  "formula": "C17H13N5O2S",
  "method": "ωB97M-V/def2-TZVPD",
  "symbols": ["S", "O", "O", "N", "N", "N", "N", "N", "C", "C", "C", "C", "C", "C", "C", "C", "C", "C", "C", "C", "C", "C", "C", "C", "C", "H", "H", "H", "H", "H", "H", "H", "H", "H", "H", "H", "H", "H"],
  "xyz": [[0.41672, -4.45372, 0.31890], [-0.55388, -0.57750, 5.71785], [-0.49352, 3.55268, -4.10216], [0.31440, -2.06080, -0.25816], [0.13419, -1.95918, -2.54668], [0.43593, -3.15119, -2.02205], [-0.48644, 0.92084, -0.36759], [-0.45444, 2.20491, -0.76662], [-0.54789, 2.17261, -2.11154], [1.41761, 0.54923, 5.61713], [0.07218, -1.47517, 1.23245], [0.32290, -0.18427, 5.05081], [-0.83757, 4.88463, -2.48581], [-0.44835, -1.47192, 3.39805], [1.29866, -0.57517, 1.46568], [0.36021, -0.62232, 3.70388], [0.20108, -3.27669, -0.59309], [1.32668, -0.19824, 2.80626], [-0.69626, -2.02240, 2.09603], [-0.05308, 0.25229, -1.60067], [-0.17076, 0.96786, -2.67269], [0.21495, -1.00145, -1.31221], [-0.54092, 4.75387, -4.74249], [-0.30573, 3.46936, -2.97688], [-0.85606, 5.81410, -3.44070], [1.96583, 0.64036, 3.08122], [-0.89135, 5.16391, -1.36551], [0.29240, -3.93540, -2.60174], [-0.10641, 0.65082, -3.58466], [-1.27272, -2.01620, 4.11188], [2.17934, -0.00870, 5.40421], [-0.55628, 5.08326, -5.65229], [1.39685, 0.51468, 6.56536], [-1.34285, -2.70766, 1.77908], [-0.99094, 6.64943, -3.67445], [1.85837, -0.34211, 0.66112], [1.66167, 1.53468, 5.14972], [-0.79485, 2.94324, -0.19122]],
  "forces_ev_per_angstrom": [[0.2, -7.0, 4.1], [-3.4, -0.9, 3.3], [0.5, 0.0, -16.6], [-2.6, 11.4, 3.7], [1.6, 3.5, 4.8], [-1.8, 0.5, 0.9], [2.7, -0.4, -2.0], [-1.7, -1.8, -1.9], [2.7, 5.2, -4.2], [-1.4, 4.3, -5.2], [7.9, 1.2, -6.5], [0.9, 0.9, 0.1], [2.2, -1.2, 4.8], [-12.0, -11.0, -2.0], [-6.0, -2.7, 4.9], [6.5, 5.8, 0.9], [1.8, 2.0, -6.9], [1.7, 2.0, -3.5], [1.5, 2.5, 3.0], [-2.7, 2.0, 9.1], [-1.3, 3.9, 2.7], [0.5, -14.8, -4.9], [-1.6, 2.1, 10.9], [-3.7, 3.0, 15.9], [3.4, -17.5, -2.8], [0.3, -0.5, 0.1], [0.0, -0.6, -1.8], [-0.1, -1.0, -0.7], [0.6, -1.2, -5.3], [2.5, 2.0, -1.0], [5.1, -3.2, -1.6], [0.0, 0.2, -5.7], [-0.7, 0.6, 7.1], [-2.8, -2.8, -0.4], [-2.2, 12.8, -2.6], [2.0, 1.0, -2.1], [-0.5, -0.6, 0.6], [-0.2, 0.3, 0.4]],
  "e_homo_ev": -7.4,
  "charge": 0,
  "homo_lumo_gap_ev": 7.10
}

---

{
  "formula": "C17H13N6O2STc",
  "method": "ωB97M-V/def2-TZVPD",
  "symbols": ["Tc", "S", "O", "O", "N", "N", "N", "N", "N", "N", "C", "C", "C", "C", "C", "C", "C", "C", "C", "C", "C", "C", "C", "C", "C", "C", "C", "H", "H", "H", "H", "H", "H", "H", "H", "H", "H", "H", "H", "H"],
  "xyz": [[0.50772, 0.64707, -1.48344], [0.73391, 2.91185, -1.20455], [0.20839, -1.28259, -1.25740], [1.60160, 0.28418, -3.01557], [1.31845, 0.49947, 0.28503], [0.96587, -0.41578, -4.06332], [1.10824, 1.55299, 1.19744], [-1.10045, -0.84280, -6.31101], [-1.48863, 1.04300, -1.92901], [0.47627, 3.73460, 1.33945], [3.25354, -2.58586, 0.31991], [-3.73468, 1.04681, 1.42561], [2.25964, -4.22629, -1.14380], [-0.28032, -0.02979, -4.05319], [3.24564, -3.84819, -0.19496], [2.26973, -1.64604, -0.10158], [-2.80846, 0.07490, 1.66322], [-0.94657, 0.59434, -2.93310], [2.17903, -0.43606, 0.63854], [-1.79279, 0.28908, 2.62597], [-0.92974, -0.51514, -5.19566], [1.28248, -2.05586, -1.09780], [1.27130, -3.33184, -1.58858], [-2.72788, 2.44999, 3.13557], [-1.76333, 1.44290, 3.34228], [-3.73326, 2.21833, 2.21010], [0.76476, 2.68598, 0.55666], [0.49093, -3.55843, -2.29665], [-2.84038, -0.88861, 1.12659], [3.98067, -4.63680, 0.11142], [-4.45431, 0.99893, 0.64015], [-0.95316, 1.67509, 4.07105], [-2.63181, 3.42465, 3.65082], [2.26907, -5.27339, -1.46296], [-4.52443, 2.95004, 2.14684], [3.83965, -2.32365, 1.19385], [-1.09300, -0.53753, 2.79092], [0.44126, 4.65107, 0.96815], [0.61506, 3.56336, 2.32285], [2.72001, -0.30396, 1.57016]],
  "forces_ev_per_angstrom": [[2.0, -0.3, 1.8], [0.1, 0.3, 0.6], [0.2, 0.0, -1.1], [-0.4, -1.3, -0.6], [1.3, 0.9, 2.0], [0.2, 3.0, 2.5], [-0.2, 1.0, -1.8], [-0.1, 0.7, 3.0], [1.0, -1.7, -4.0], [0.2, -1.2, -0.1], [-1.0, 0.5, 0.3], [-0.3, 1.4, 0.7], [-0.1, 0.3, -0.1], [0.0, -1.5, -0.5], [0.3, -1.4, -0.5], [0.4, -0.7, -0.4], [1.0, -0.9, 0.1], [-2.7, 1.2, 1.0], [-1.3, -0.2, -0.7], [-0.6, -1.6, -0.8], [-1.1, -0.9, -4.4], [0.0, 1.4, 2.4], [1.2, -1.3, 0.0], [0.3, -0.2, -0.1], [0.8, 1.9, 1.0], [0.3, 0.0, 0.2], [0.7, -1.0, 1.3], [0.0, -0.4, 0.0], [0.1, 0.6, 0.2], [-0.8, 1.0, -0.1], [-0.5, -0.4, -0.3], [-0.6, -0.5, -0.6], [-0.3, -0.8, -0.2], [-0.1, 0.5, -0.1], [-0.1, 0.1, -0.4], [0.4, 0.0, -0.3], [-0.1, 0.5, 0.1], [-0.1, 0.7, -0.2], [-0.1, 0.4, 0.1], [0.0, 0.1, 0.0]],
  "e_homo_ev": [-11.7, -11.7],
  "spin_multiplicity": 4,
  "charge": 1,
  "homo_lumo_gap_ev": [5.88, 4.83]
}

---

One value per record, in order, for energy: -40514.2522; -37241.2124; -40203.5073; -43896.1373 eV.
One value per record, in order, for max |F|: 3.3; 1.7; 18.1; 4.6 eV/A.